## P
The molecule C2H4BrN, computed with ωB97M-V with the def2-TZVPD basis set.

Geometry as XYZ:
```
8
C2H4BrN | the Open Molecules 2025 dataset | ωB97M-V with the def2-TZVPD basis set
C -0.38643 -0.24738 0.07216
C 0.80481 0.49276 -0.36878
N -0.41239 -0.92508 1.22988
Br -1.96287 0.02637 -1.05810
H 1.42179 -0.11946 -1.11660
H 1.40010 0.48615 0.55571
H 0.50114 1.49950 -0.74808
H -1.36615 -1.21286 1.43379
```

Summary:
LUMO energy, hartree: 0.0289
SMILES: [H]/N=C(/C)Br
Kohn-Sham gap, eV: 11.2

## Q
The molecule C2H4BrN, computed with ωB97M-V with the def2-TZVPD basis set.

Geometry as XYZ:
```
8
C2H4BrN | the Open Molecules 2025 dataset | ωB97M-V with the def2-TZVPD basis set
C 1.88181 0.27130 0.01562
C -0.24962 -0.44881 -0.01093
N 1.11089 -0.65803 0.00110
Br 3.78191 -0.00329 -0.00445
H 1.62459 1.26516 0.16468
H -0.66693 -0.78767 -0.91366
H -0.43658 0.71363 0.06883
H -0.61050 -0.89029 0.89422
```

Summary:
LUMO energy, hartree: 0.0338
SMILES: C/N=C/Br
Kohn-Sham gap, eV: 11.0

Least stable structure: Q

## P
A cluster of 2 separate species, C2H4BrN in total, computed with ωB97M-V with the def2-TZVPD basis set.

Geometry as XYZ:
```
8
C2H4BrN | the Open Molecules 2025 dataset | ωB97M-V with the def2-TZVPD basis set
C 0.45965 -0.29442 -0.87100
C -0.59735 0.52511 1.25034
N -0.28712 -0.73980 -1.73903
Br 2.33283 -0.19360 -0.85085
H -1.25892 1.39670 1.37397
H 0.32640 0.72827 1.74972
H -1.04016 -0.35386 1.72811
H 0.06467 -1.06841 -2.64127
```

Summary:
LUMO energy (spin up / spin down), hartree: -0.0131 / -0.0271
Kohn-Sham gap (spin up / spin down), eV: 8.5 / 8.4

## Q
The molecule C2H4BrN, computed with ωB97M-V with the def2-TZVPD basis set.

Geometry as XYZ:
```
8
C2H4BrN | the Open Molecules 2025 dataset | ωB97M-V with the def2-TZVPD basis set
C 0.18868 1.23441 -0.32226
C -0.42209 -0.54157 -0.07934
N 1.22408 1.54700 0.25038
Br -1.22685 2.19546 -1.25400
H -1.52016 -0.31351 -0.24025
H -0.08979 -0.77749 0.98440
H -0.05989 -1.17471 -0.78809
H 1.39568 2.54898 0.27002
```

Summary:
LUMO energy, hartree: 0.0264
SMILES: [H]/N=C(/C)Br
Kohn-Sham gap, eV: 10.6

Least stable structure: P